19
Properties=species:S:1:pos:R:3:forces:R:3:lowdin_charge:R:1 method="wB97M-V/def2-TZVPD" charge=0 e_lumo_ev=1.16 spin_multiplicity=1 energy_ha=-311.0386
C -1.378308 -0.430283 2.204853 -0.03 0.02 0.01 -0.104
C -0.321864 -0.865763 1.192230 0.05 -0.05 -0.02 -0.215
C 0.252204 0.303873 0.401067 0.09 -0.10 0.11 -0.347
C 1.395135 -0.076012 -0.565526 0.05 -0.07 0.03 -0.144
C 1.067191 0.758762 -1.811309 -0.02 -0.12 -0.12 -0.155
C -0.447323 0.570186 -1.770458 -0.05 -0.37 -0.38 -0.217
O -0.785086 0.866089 -0.426965 -0.10 -0.12 -0.06 -0.112
H -0.944552 0.222336 2.972464 -0.05 -0.10 -0.12 0.074
H -2.178746 0.124492 1.705365 0.11 -0.09 0.07 0.074
H -1.822497 -1.293768 2.711170 0.06 0.13 -0.07 0.069
H 0.491740 -1.403818 1.698024 -0.06 0.11 -0.08 0.116
H -0.761277 -1.563624 0.466855 0.06 0.05 0.10 0.117
H 0.587881 1.088441 1.097626 -0.15 -0.08 -0.17 0.149
H 2.386213 0.094669 -0.135021 -0.17 0.07 -0.08 0.115
H 1.321792 -1.140189 -0.823801 0.03 0.12 0.09 0.114
H 1.493117 0.368952 -2.736738 0.13 -0.05 0.10 0.109
H 1.414713 1.792945 -1.671913 -0.43 -0.17 -0.12 0.118
H -1.121662 1.068587 -2.466625 0.35 0.83 0.24 0.120
H -0.648673 -0.485874 -2.041296 0.14 -0.03 0.46 0.120


24
Properties=species:S:1:pos:R:3:forces:R:3:lowdin_charge:R:1 method="wB97M-V/def2-TZVPD" charge=0 e_lumo_ev=0.35 spin_multiplicity=1 energy_ha=-425.7770
C 0.523314 1.093019 2.091264 0.32 -0.42 0.53 -0.105
C 0.880525 0.813045 0.676732 -0.05 -0.14 -0.38 -0.168
C 0.379597 -0.173564 -0.067302 0.59 0.99 0.43 -0.138
C 0.750478 -0.317536 -1.523270 -1.17 -0.87 0.43 -0.264
C 1.713204 -1.479168 -1.736047 1.50 1.20 0.04 -0.110
H -0.228814 1.851806 2.188061 -0.27 0.72 -0.07 0.068
H 1.361787 1.348072 2.739418 0.17 0.27 -0.27 0.076
H 0.098534 0.229506 2.568979 -0.34 -0.70 0.09 0.048
H 1.580402 1.490602 0.198643 0.00 0.16 -0.01 0.104
H -0.293433 -0.851506 0.455422 -0.02 -0.29 -0.44 0.093
H -0.177955 -0.528918 -2.061969 -0.01 -0.09 -0.14 0.102
H 1.069280 0.638730 -1.909872 0.54 0.19 -0.04 0.099
H 1.361839 -2.354630 -1.219925 -0.28 -0.64 -0.36 0.066
H 2.687018 -1.257124 -1.267507 -0.33 0.12 0.20 0.075
H 2.017747 -1.592493 -2.780961 -0.65 -0.52 0.01 0.071
O -3.228951 -2.090835 -0.149805 0.09 -0.24 -0.90 -0.053
H -4.006708 -2.142220 0.405807 0.26 0.20 0.45 0.032
H -2.459651 -1.754339 0.313000 -0.36 0.06 0.43 0.007
O -0.401263 -2.026529 5.039130 0.13 -0.14 0.69 -0.056
H 0.116194 -2.530130 4.406073 -0.24 0.25 -0.28 0.032
H -1.000428 -1.423969 4.597611 0.12 -0.11 -0.41 0.021
O -0.746725 4.693049 -4.364794 0.12 0.12 -0.12 -0.062
H -0.748162 3.967446 -4.998069 -0.09 0.01 0.18 0.032
H -1.247831 4.397685 -3.600609 -0.04 -0.14 -0.05 0.029